# 1
{"formula": "C41H38AsN2O10P2PbS2", "method": "ωB97M-V with the def2-TZVPD basis set", "symbols": ["Pb", "C", "S", "C", "C", "C", "N", "P", "C", "C", "C", "C", "C", "C", "C", "C", "C", "C", "C", "C", "P", "C", "C", "C", "C", "C", "C", "C", "C", "C", "C", "C", "C", "H", "H", "H", "H", "H", "H", "H", "H", "H", "H", "H", "H", "H", "H", "H", "H", "H", "H", "H", "H", "H", "H", "H", "H", "H", "H", "H", "H", "H", "O", "As", "O", "O", "C", "C", "C", "C", "C", "C", "S", "O", "O", "O", "H", "H", "H", "H", "H", "O", "C", "O", "C", "C", "C", "C", "C", "C", "N", "O", "O", "H", "H", "H", "H"], "coordinates": [[0.106, -0.240, -0.624], [5.077, 4.450, 3.343], [5.407, 3.138, 4.541], [3.792, 2.985, 5.351], [2.930, 1.845, 4.824], [2.596, 2.001, 3.350], [1.769, 0.881, 2.864], [0.154, 0.997, 2.567], [-0.460, 2.656, 2.642], [-0.871, 3.176, 3.874], [-1.338, 4.477, 3.925], [-1.406, 5.241, 2.763], [-1.004, 4.717, 1.542], [-0.521, 3.421, 1.476], [-0.810, -0.227, 3.150], [-0.194, -1.424, 3.702], [-0.807, -2.603, 3.633], [-2.151, -2.768, 2.999], [-2.770, -1.495, 2.511], [-2.181, -0.314, 2.654], [2.479, -0.471, 1.941], [3.897, -0.932, 2.969], [3.754, -2.039, 3.805], [4.784, -2.403, 4.660], [5.962, -1.670, 4.674], [6.121, -0.580, 3.826], [5.094, -0.213, 2.972], [3.190, 0.391, 0.503], [2.686, 1.600, 0.017], [3.061, 2.061, -1.240], [3.939, 1.323, -2.019], [4.449, 0.124, -1.538], [4.072, -0.343, -0.290], [6.031, 4.681, 2.874], [4.711, 5.343, 3.846], [4.374, 4.145, 2.568], [3.278, 3.946, 5.270], [3.996, 2.822, 6.409], [2.000, 1.799, 5.404], [3.451, 0.896, 4.972], [3.509, 2.027, 2.755], [2.069, 2.944, 3.182], [-0.833, 2.564, 4.766], [-1.664, 4.894, 4.869], [-1.785, 6.253, 2.813], [-1.076, 5.305, 0.637], [-0.215, 3.011, 0.523], [0.775, -1.330, 4.177], [-0.361, -3.496, 4.055], [-2.818, -3.186, 3.760], [-3.748, -1.573, 2.052], [-2.662, 0.586, 2.285], [2.840, -2.622, 3.773], [4.672, -3.262, 5.308], [6.766, -1.956, 5.340], [7.042, -0.012, 3.835], [5.222, 0.633, 2.308], [2.009, 2.201, 0.618], [2.653, 2.993, -1.610], [4.216, 1.674, -3.003], [5.126, -0.460, -2.147], [4.451, -1.297, 0.064], [0.862, 0.421, -4.246], [0.442, -1.202, -3.719], [-1.182, -0.655, -2.823], [1.176, -1.324, -2.180], [-2.077, 0.105, -3.528], [-2.702, -0.405, -4.655], [-3.582, 0.389, -5.379], [-3.853, 1.691, -4.982], [-3.241, 2.202, -3.850], [-2.356, 1.416, -3.131], [-1.619, 2.045, -1.655], [-2.002, 3.416, -1.489], [-2.054, 1.140, -0.580], [-0.130, 1.863, -1.808], [0.751, 1.089, -3.554], [-2.492, -1.424, -4.955], [-4.059, -0.019, -6.261], [-4.539, 2.306, -5.548], [-3.438, 3.210, -3.511], [-2.100, -3.824, 2.014], [-1.520, -3.556, 0.830], [-1.243, -2.434, 0.473], [-1.307, -4.761, -0.008], [-1.923, -5.972, 0.301], [-1.741, -7.075, -0.519], [-0.943, -6.974, -1.645], [-0.329, -5.764, -1.923], [-0.494, -4.650, -1.129], [0.523, -5.658, -3.121], [1.285, -4.718, -3.180], [0.415, -6.528, -3.954], [-2.547, -6.042, 1.181], [-2.226, -8.012, -0.282], [-0.788, -7.808, -2.314], [0.004, -3.722, -1.387]], "forces_ev_per_a": [[0.0, -0.3, 0.0], [0.0, 0.0, 0.0], [0.0, 0.1, 0.0], [0.0, 0.0, 0.0], [-0.1, 0.0, 0.0], [0.0, 0.1, 0.2], [0.1, -0.5, -0.7], [0.5, 0.6, 0.7], [-0.1, 0.0, -0.2], [-0.1, 0.0, -0.1], [0.0, 0.0, 0.0], [0.0, -0.1, 0.0], [0.0, 0.1, 0.0], [0.0, 0.0, 0.1], [-0.4, -0.4, -0.1], [0.1, 0.0, 0.0], [-0.1, 0.0, -0.1], [-0.1, 0.1, 0.2], [-0.1, -0.3, 0.0], [0.1, 0.4, 0.0], [-0.1, 0.1, 0.3], [0.1, 0.2, -0.2], [0.0, 0.0, 0.0], [0.0, 0.0, 0.0], [0.0, 0.0, 0.0], [0.0, -0.1, 0.0], [0.0, -0.1, 0.0], [0.0, 0.0, 0.0], [0.0, 0.0, 0.0], [0.0, 0.0, 0.0], [0.0, 0.0, 0.0], [0.0, 0.0, 0.0], [0.0, 0.0, 0.0], [0.0, 0.0, 0.0], [0.0, 0.0, 0.0], [0.0, 0.0, 0.0], [0.0, 0.0, 0.0], [0.0, 0.0, 0.0], [0.0, 0.0, 0.0], [0.0, 0.0, 0.0], [0.0, 0.0, 0.0], [0.0, 0.0, 0.0], [0.0, 0.0, 0.0], [0.0, 0.0, 0.0], [0.0, 0.0, 0.0], [0.0, 0.0, 0.0], [0.0, 0.0, 0.0], [0.0, 0.0, 0.0], [0.0, 0.0, 0.0], [0.0, -0.1, -0.1], [0.0, 0.0, 0.0], [0.0, 0.0, 0.0], [0.0, 0.0, 0.0], [0.0, 0.0, 0.0], [0.0, 0.0, 0.0], [0.0, 0.0, 0.0], [0.0, 0.0, 0.0], [0.0, 0.0, 0.0], [0.0, 0.0, 0.0], [0.0, 0.0, 0.0], [0.0, 0.0, 0.0], [0.0, 0.0, 0.0], [0.1, 0.0, -0.2], [-0.2, 0.0, -0.1], [0.0, 0.0, 0.0], [0.1, 0.0, 0.1], [0.1, 0.1, 0.1], [-0.1, 0.0, -0.1], [0.0, 0.0, 0.1], [0.0, -0.1, -0.1], [0.0, 0.1, 0.1], [0.2, -0.1, 0.1], [-0.1, 0.2, -0.4], [0.1, 0.0, 0.0], [0.0, -0.2, 0.3], [-0.1, 0.0, 0.0], [0.0, 0.1, 0.1], [0.0, 0.0, 0.0], [0.0, 0.0, 0.0], [0.0, 0.0, 0.0], [0.0, 0.0, 0.0], [0.1, -0.1, -0.2], [-0.2, 0.1, -0.1], [0.3, 0.1, 0.1], [-0.1, -0.1, 0.2], [0.1, 0.0, 0.0], [0.0, 0.0, 0.1], [0.1, 0.0, -0.2], [-0.2, -0.1, 0.1], [0.1, 0.2, -0.1], [0.1, -0.1, 0.1], [0.0, 0.2, 0.0], [0.0, -0.1, -0.1], [0.0, 0.0, 0.0], [0.0, 0.0, 0.0], [0.0, 0.0, 0.0], [0.0, 0.0, 0.0]], "lumo_energy_ev": -4.5, "homo_lumo_gap_ev": 6.31, "e_above_lowest_kj_mol": 158.3, "max_force_ha_per_bohr": 0.0196, "multiplicity": 1, "total_charge": 1}

# 2
{"formula": "C41H38Br4N8O2SeTa", "method": "ωB97M-V with the def2-TZVPD basis set", "symbols": ["Ta", "C", "C", "C", "C", "C", "C", "C", "N", "C", "C", "C", "C", "C", "C", "C", "N", "C", "C", "C", "C", "H", "H", "H", "H", "H", "H", "H", "H", "H", "H", "H", "H", "H", "H", "H", "H", "H", "H", "H", "H", "H", "H", "H", "H", "Se", "N", "C", "C", "C", "C", "C", "N", "C", "C", "N", "C", "C", "C", "C", "C", "N", "H", "H", "H", "H", "H", "H", "Br", "C", "C", "Br", "C", "Br", "C", "O", "C", "O", "C", "Br", "C", "C", "C", "C", "N", "N", "C", "H", "H", "H", "H", "H", "H", "H", "H"], "coordinates": [[0.193, 0.158, 0.042], [-1.618, -1.456, 7.006], [-0.532, -0.461, 6.601], [-0.864, 0.924, 7.187], [0.825, -0.942, 7.144], [-0.429, -0.318, 5.094], [-1.262, -0.987, 4.198], [-1.100, -0.810, 2.845], [-0.162, -0.002, 2.307], [0.649, 0.668, 3.170], [0.536, 0.525, 4.531], [1.646, 1.545, 2.521], [2.524, 2.365, 3.202], [3.429, 3.165, 2.506], [3.399, 3.076, 1.109], [2.507, 2.235, 0.492], [1.632, 1.489, 1.185], [4.415, 4.092, 3.197], [5.838, 3.703, 2.763], [4.111, 5.533, 2.750], [4.312, 4.006, 4.718], [-1.644, -1.529, 8.092], [-1.422, -2.458, 6.618], [-2.611, -1.137, 6.682], [-0.964, 0.837, 8.269], [-1.807, 1.309, 6.794], [-0.077, 1.653, 6.988], [0.750, -1.068, 8.223], [1.626, -0.224, 6.955], [1.112, -1.903, 6.713], [-2.037, -1.654, 4.545], [-1.746, -1.330, 2.155], [1.209, 1.068, 5.178], [2.515, 2.382, 4.281], [4.079, 3.652, 0.497], [2.490, 2.137, -0.587], [5.993, 3.832, 1.691], [6.066, 2.668, 3.024], [6.555, 4.344, 3.275], [4.164, 5.647, 1.666], [4.848, 6.207, 3.187], [3.123, 5.853, 3.087], [4.552, 3.006, 5.089], [3.324, 4.297, 5.082], [5.030, 4.693, 5.164], [-5.199, -5.554, -0.597], [-5.316, -3.786, -0.642], [-4.101, -3.327, -0.470], [-3.776, -1.904, -0.444], [-4.735, -0.905, -0.630], [-4.336, 0.411, -0.621], [-2.995, 0.714, -0.420], [-2.061, -0.226, -0.219], [-2.455, -1.528, -0.248], [-1.411, -2.524, -0.079], [-0.153, -2.049, 0.101], [0.856, -2.925, 0.230], [0.649, -4.298, 0.197], [-0.626, -4.784, 0.021], [-1.686, -3.881, -0.119], [-3.070, -4.303, -0.314], [-3.443, -5.558, -0.359], [-5.769, -1.189, -0.787], [-5.041, 1.215, -0.780], [-2.659, 1.735, -0.438], [1.846, -2.516, 0.365], [1.498, -4.960, 0.302], [-0.832, -5.847, -0.016], [3.187, -0.351, -6.222], [2.865, -0.398, -4.385], [3.902, -0.740, -3.489], [5.609, -1.139, -4.123], [3.661, -0.797, -2.115], [4.947, -1.243, -0.828], [2.385, -0.516, -1.676], [1.990, -0.423, -0.367], [1.371, -0.174, -2.548], [0.219, 0.156, -1.870], [1.583, -0.108, -3.912], [0.130, 0.284, -5.025], [-1.243, 5.125, 2.069], [-0.876, 4.222, 0.943], [-0.490, 4.491, -0.357], [-0.323, 3.265, -0.997], [-0.568, 2.263, -0.116], [-0.900, 2.886, 1.057], [0.043, 3.069, -2.427], [-1.055, 6.159, 1.791], [-0.659, 4.897, 2.962], [-2.300, 5.029, 2.317], [-0.382, 5.464, -0.806], [-1.221, 2.353, 1.849], [-0.236, 3.962, -2.983], [-0.459, 2.215, -2.868], [1.120, 2.934, -2.551]], "forces_ev_per_a": [[0.6, 0.4, 0.1], [0.0, 0.0, 0.0], [0.0, 0.0, -0.1], [0.0, 0.0, 0.0], [0.0, 0.0, 0.0], [0.0, 0.0, 0.1], [0.0, 0.0, 0.0], [0.1, 0.1, 0.1], [-0.2, -0.1, -0.2], [0.0, 0.0, -0.1], [0.0, 0.0, 0.1], [0.0, 0.0, 0.0], [0.1, 0.0, 0.0], [0.1, 0.1, 0.1], [0.0, 0.0, 0.0], [0.0, 0.0, 0.1], [-0.2, -0.2, -0.1], [0.0, 0.0, 0.0], [0.0, 0.0, 0.0], [0.0, 0.0, 0.0], [0.0, 0.0, 0.0], [0.0, 0.0, 0.0], [0.0, 0.0, 0.0], [0.0, 0.0, 0.0], [0.0, 0.0, 0.0], [0.0, 0.0, 0.0], [0.0, 0.0, 0.0], [0.0, 0.0, 0.0], [0.0, 0.0, 0.0], [0.0, 0.0, 0.0], [0.0, 0.0, 0.0], [0.0, 0.0, 0.0], [0.0, 0.0, 0.0], [0.0, 0.0, 0.0], [0.0, 0.0, 0.0], [0.0, 0.0, 0.0], [0.0, 0.0, 0.0], [0.0, 0.0, 0.0], [0.0, 0.0, 0.0], [0.0, 0.0, 0.0], [0.0, 0.0, 0.0], [0.0, 0.0, 0.0], [0.0, 0.0, 0.0], [0.0, 0.0, 0.0], [0.0, 0.0, 0.0], [0.0, -0.1, -0.1], [0.1, -0.1, 0.1], [0.0, 0.2, 0.0], [-0.1, -0.2, 0.0], [-0.1, -0.1, 0.0], [0.1, 0.1, 0.0], [-0.1, -0.2, 0.0], [0.1, 0.0, 0.0], [0.2, 0.1, 0.0], [0.1, 0.2, 0.0], [0.2, 0.1, 0.1], [-0.1, 0.0, 0.1], [0.0, 0.0, 0.0], [0.0, -0.1, 0.0], [-0.2, -0.2, 0.0], [0.2, 0.0, 0.0], [-0.1, 0.1, 0.1], [0.0, 0.0, 0.0], [0.0, 0.0, 0.0], [0.0, 0.0, 0.0], [0.0, 0.0, 0.0], [0.0, 0.0, 0.0], [0.0, 0.0, 0.0], [0.0, 0.0, 0.0], [0.0, -0.1, 0.1], [-0.1, 0.0, 0.0], [0.1, 0.0, 0.0], [0.1, -0.1, 0.0], [0.0, 0.0, 0.0], [-0.1, 0.0, 0.5], [-0.1, 0.1, -0.4], [-0.5, 0.3, 0.2], [0.2, 0.0, -0.3], [-0.1, -0.2, -0.1], [0.0, 0.1, 0.0], [0.0, 0.0, 0.0], [0.0, 0.1, 0.1], [-0.1, 0.0, -0.1], [0.0, 0.0, 0.0], [0.1, -0.3, 0.0], [-0.1, 0.0, 0.0], [0.0, 0.1, 0.0], [0.0, 0.0, 0.0], [0.0, 0.0, 0.0], [0.0, 0.0, 0.0], [0.0, 0.0, 0.0], [0.0, 0.0, 0.0], [0.0, 0.0, 0.0], [-0.1, 0.0, 0.0], [0.0, 0.0, 0.0]], "lumo_energy_ev": -9.4, "homo_lumo_gap_ev": 5.89, "e_above_lowest_kj_mol": 14.1, "max_force_ha_per_bohr": 0.0146, "multiplicity": 1, "total_charge": 3}

Look up the multiplicity of the first one.
1